Formula: C54H41AsMoN8O9S2
Source: the Open Molecules 2025 dataset
Level of theory: ωB97M-V/def2-TZVPD

Calculated values
- highest occupied orbital energy (eV) = -6.74
- maximum force (hartree/bohr) = 0.010
- orbital gap (Eh) = 0.2065
- energy above the lowest of the compared OMol25 structures with the same formula, charge and spin (kcal/mol) = 0.0

Last column: Mulliken charge in e.
Element x y z (Å)
Mo: -0.0317 0.5360 1.1008  -1.217
N: 3.9574 -1.2813 1.7503  -0.280
C: 2.9103 -0.5140 1.3213  0.597
S: 1.8880 0.2134 2.5411  -0.561
N: 2.7509 -0.3568 0.0498  -1.444
N: 1.6722 0.4806 -0.2389  1.386
C: 1.8093 1.1359 -1.3371  -1.254
C: 0.9474 2.1948 -1.7957  0.833
C: 1.1853 2.7267 -3.0754  -0.560
C: 0.4785 3.8059 -3.5530  -0.906
C: -0.4659 4.4132 -2.7178  -0.579
C: -0.7132 3.9201 -1.4572  -0.514
C: -0.0391 2.7822 -0.9721  0.411
O: -0.3687 2.3431 0.2207  -0.141
H: 4.2153 -1.2000 2.7176  0.213
H: 4.7053 -1.4232 1.0906  0.271
H: 2.6883 0.9039 -1.9362  0.284
H: 1.9465 2.2600 -3.6903  0.393
H: 0.6640 4.1901 -4.5465  0.471
H: -1.0091 5.2846 -3.0646  0.489
H: -1.4430 4.3807 -0.8027  0.597
N: -0.1480 -0.1069 -4.1638  -0.046
C: 0.0458 -1.4519 -4.0493  0.278
N: 0.1863 -2.0398 -2.9117  0.056
C: 0.4241 -3.3916 -3.0929  -1.107
C: 0.5956 -4.2925 -2.0478  0.305
C: 0.7790 -5.6315 -2.3289  -0.660
C: 0.8099 -6.0721 -3.6558  -0.665
C: 0.6458 -5.1849 -4.7102  -0.402
C: 0.4501 -3.8421 -4.4164  0.535
S: 0.1894 -2.4780 -5.4776  -0.364
H: -0.3898 0.3397 -3.2878  -0.756
H: -0.5692 0.2701 -4.9967  0.335
H: 0.5243 -3.8590 -1.0641  0.573
H: 0.9022 -6.3418 -1.5210  0.462
H: 0.9594 -7.1225 -3.8680  0.390
H: 0.6644 -5.5368 -5.7333  0.405
O: -2.7012 -0.9276 1.7667  -0.352
C: -2.1097 -0.1576 1.0900  0.442
O: 0.0941 -1.5735 1.0351  2.559
As: -0.5286 -2.9408 1.7569  0.704
C: 0.9602 -4.1351 1.8948  1.257
C: 0.8964 -5.2526 2.7213  -0.788
C: 1.9637 -6.1353 2.7585  -0.663
C: 3.0858 -5.8977 1.9731  -0.674
C: 3.1472 -4.7769 1.1584  -0.983
C: 2.0829 -3.8865 1.1164  -0.587
C: -1.7923 -3.7369 0.5642  0.719
C: -2.3841 -4.9618 0.8504  -0.577
C: -3.2219 -5.5486 -0.0857  -0.784
C: -3.4488 -4.9181 -1.3022  -0.825
C: -2.8419 -3.7034 -1.5871  -0.668
C: -2.0101 -3.1043 -0.6534  -0.342
C: -1.2149 -2.7461 3.5277  0.608
C: -2.5392 -3.0444 3.8227  -0.273
C: -2.9790 -2.9480 5.1344  -0.939
C: -2.1082 -2.5280 6.1308  -0.485
C: -0.7917 -2.2109 5.8253  -0.768
C: -0.3344 -2.3314 4.5215  -0.619
H: 0.0297 -5.4249 3.3501  0.394
H: 1.9239 -7.0041 3.4025  0.431
H: 3.9174 -6.5900 2.0019  0.416
H: 4.0241 -4.5911 0.5521  0.490
H: 2.1231 -3.0007 0.4918  0.171
H: -2.1947 -5.4628 1.7930  0.410
H: -3.6905 -6.4999 0.1302  0.442
H: -4.0948 -5.3830 -2.0356  0.396
H: -3.0014 -3.2256 -2.5451  0.529
H: -1.5034 -2.1750 -0.8854  0.101
H: -3.2254 -3.3268 3.0339  0.412
H: -4.0074 -3.1847 5.3753  0.437
H: -2.4615 -2.4353 7.1495  0.409
H: -0.1199 -1.8676 6.6008  0.468
H: 0.6901 -2.0807 4.2754  0.409
N: -0.6075 1.4441 2.5871  -0.044
C: -0.7907 2.2368 3.5537  -0.531
C: 0.1935 3.3187 3.8328  0.258
C: 0.8815 3.9307 2.7882  0.011
C: 1.8504 4.8861 3.0521  -0.909
C: 2.1502 5.2365 4.3614  -0.474
C: 1.4726 4.6256 5.4077  -0.842
C: 0.4983 3.6748 5.1463  -0.272
C: -1.9963 2.0577 4.4167  -0.268
C: -2.6428 3.1609 4.9740  -0.254
C: -3.8078 2.9974 5.7077  -0.849
C: -4.3422 1.7303 5.8936  -0.728
C: -3.7070 0.6288 5.3363  -0.710
C: -2.5432 0.7895 4.6015  1.044
H: 0.6393 3.6521 1.7697  0.590
H: 2.3730 5.3595 2.2305  0.432
H: 2.9081 5.9819 4.5660  0.396
H: 1.7059 4.8870 6.4322  0.408
H: -0.0224 3.1959 5.9657  0.519
H: -2.2351 4.1519 4.8217  0.533
H: -4.3035 3.8631 6.1282  0.413
H: -5.2539 1.6029 6.4635  0.411
H: -4.1236 -0.3614 5.4677  0.405
H: -2.0600 -0.0669 4.1460  0.070
O: -3.0183 0.5486 0.0907  -0.637
C: -2.4429 0.7399 -1.0744  0.888
O: -1.3702 0.2647 -1.3980  0.677
C: -3.1974 1.6216 -2.0094  0.092
C: -2.6626 1.8159 -3.2721  1.496
C: -3.2990 2.6712 -4.1438  -0.793
C: -4.4460 3.3616 -3.8022  -0.434
C: -4.9512 3.1396 -2.5350  -0.768
C: -4.3556 2.2831 -1.6267  -0.399
N: -6.1817 3.8567 -2.1376  1.084
O: -6.6536 4.6356 -2.9386  -0.631
O: -6.6179 3.6395 -1.0286  -0.616
N: -2.7133 2.8729 -5.4831  1.046
O: -1.7904 2.1508 -5.8037  -0.601
O: -3.2121 3.7221 -6.1887  -0.639
H: -1.7446 1.3227 -3.5610  -0.552
H: -4.9263 4.0405 -4.4895  0.646
H: -4.7789 2.1452 -0.6426  0.832


Formula: C35H56FN16O4PS
Source: the Open Molecules 2025 dataset
Level of theory: ωB97M-V/def2-TZVPD

Calculated values
- highest occupied orbital energy (eV) = -9.62
- maximum force (hartree/bohr) = 0.025
- orbital gap (Eh) = 0.3678

Last column: Mulliken charge in e.
Element x y z (Å)
C: 7.4589 1.7830 3.0472  -0.776
O: 6.2082 1.2674 3.4826  -0.263
C: 5.7134 1.8355 4.6626  -0.735
P: 3.8430 1.8503 4.6425  -0.082
N: 3.3665 1.1194 6.1293  0.176
C: 2.9351 2.2041 7.0571  -0.920
C: 4.1602 0.1519 6.8071  0.592
C: 4.9771 -0.8643 6.0516  -0.962
O: 4.1363 0.1248 8.0161  -0.598
S: 3.1661 0.2764 3.2265  1.041
O: 3.1339 -1.0459 3.7599  -0.520
O: 1.9809 0.8502 2.6770  -0.524
F: 4.2053 0.2659 2.0578  -0.200
H: 8.2860 1.2738 3.5537  0.280
H: 7.5320 1.5903 1.9766  0.242
H: 7.5197 2.8623 3.2183  0.337
H: 5.9756 2.9012 4.7342  0.585
H: 6.1112 1.3428 5.5591  0.417
H: 2.3608 1.7698 7.8718  0.342
H: 2.3147 2.9173 6.5133  0.365
H: 3.7967 2.7421 7.4637  0.359
H: 5.2081 -0.6213 5.0197  0.279
H: 4.4685 -1.8280 6.0905  0.277
H: 5.9174 -0.9603 6.6006  0.317
C: 0.3101 1.5774 0.2615  -0.674
C: -0.3085 1.7426 -1.0468  0.207
N: -0.7681 1.8825 -2.0923  -0.506
H: 0.7060 2.5305 0.6074  0.365
H: -0.4217 1.2088 0.9754  0.362
H: 1.1278 0.8633 0.1966  0.246
C: 2.1830 2.8351 -3.7508  -0.011
C: 3.5375 3.0748 -3.2707  0.400
N: 4.6071 3.2659 -2.8920  -0.498
H: 1.5368 2.5177 -2.9366  -0.332
H: 1.7814 3.7466 -4.1870  0.161
H: 2.1979 2.0597 -4.5146  0.285
C: -1.8911 -2.4347 -0.4975  -0.597
C: -2.1375 -1.2305 0.2840  0.391
N: -2.3637 -0.2641 0.8651  -0.540
H: -2.2132 -3.3110 0.0601  0.102
H: -2.4508 -2.3856 -1.4300  0.262
H: -0.8322 -2.5254 -0.7225  0.297
C: -5.8616 -2.6806 -1.6202  -0.732
C: -4.8952 -3.6926 -2.0212  0.291
N: -4.1108 -4.4785 -2.3202  -0.439
H: -6.7537 -3.1648 -1.2278  0.321
H: -5.4257 -2.0526 -0.8436  0.264
H: -6.1365 -2.0658 -2.4741  0.305
C: 0.8612 -4.6746 3.9897  -0.335
C: 0.7985 -6.1240 4.1133  0.404
N: 0.7075 -7.2695 4.1652  -0.439
H: 1.8617 -4.3562 3.7086  0.265
H: 0.1713 -4.3643 3.2097  -0.231
H: 0.5906 -4.1986 4.9309  0.302
C: -0.3916 5.9232 7.7957  -0.820
C: 0.5859 5.3865 6.8579  0.347
N: 1.3544 4.9675 6.1133  -0.398
H: 0.1199 6.3959 8.6319  0.274
H: -1.0149 6.6613 7.2947  0.280
H: -1.0226 5.1196 8.1708  0.264
C: 0.7662 -6.3512 -0.5218  -0.600
C: 0.5592 -5.1274 0.2397  0.468
N: 0.3857 -4.1543 0.8295  -0.424
H: 0.3962 -7.2108 0.0345  0.075
H: 0.2309 -6.2877 -1.4676  0.280
H: 1.8288 -6.4832 -0.7180  0.295
C: 4.1503 5.7051 -6.0510  -0.327
C: 2.9094 5.0340 -6.4101  0.381
N: 1.9205 4.5179 -6.6892  -0.476
H: 4.7924 5.7963 -6.9252  0.140
H: 3.9325 6.6957 -5.6626  0.027
H: 4.6683 5.1361 -5.2795  0.210
C: -2.7977 -4.7020 2.8906  -0.457
C: -4.0384 -4.7383 2.1267  0.247
N: -5.0281 -4.7997 1.5448  -0.416
H: -2.2293 -5.6162 2.7237  0.123
H: -2.1955 -3.8458 2.5879  0.146
H: -3.0292 -4.6148 3.9511  0.367
C: -9.6164 -0.2223 -1.2328  -0.861
C: -8.8804 -0.7387 -2.3781  0.440
N: -8.3089 -1.1371 -3.2931  -0.457
H: -10.6837 -0.3617 -1.3919  0.292
H: -9.3117 -0.7486 -0.3296  0.335
H: -9.4156 0.8409 -1.1185  0.280
C: -4.7452 -6.6276 -4.8070  -0.600
C: -4.1294 -7.4154 -5.8676  0.257
N: -3.6438 -8.0363 -6.7043  -0.368
H: -4.0141 -6.3836 -4.0396  0.190
H: -5.1397 -5.6999 -5.2169  0.248
H: -5.5590 -7.1918 -4.3548  0.269
C: 7.2885 7.8907 -8.6067  -0.790
C: 6.6248 8.2896 -7.3719  0.354
N: 6.1014 8.6034 -6.3983  -0.366
H: 8.3661 7.9941 -8.4960  0.275
H: 7.0528 6.8529 -8.8354  0.282
H: 6.9514 8.5213 -9.4271  0.267
C: -10.0328 0.7980 -6.1800  -0.800
C: -10.5598 1.2800 -4.9108  0.373
N: -10.9583 1.6447 -3.8961  -0.417
H: -8.9449 0.8120 -6.1512  0.265
H: -10.3676 -0.2230 -6.3519  0.256
H: -10.3817 1.4334 -6.9918  0.331
C: -1.8894 -9.6357 2.9240  -0.796
C: -1.2588 -9.4434 1.6265  0.393
N: -0.7566 -9.2628 0.6088  -0.447
H: -2.7714 -9.0007 2.9932  0.246
H: -2.1882 -10.6733 3.0572  0.337
H: -1.1853 -9.3535 3.7065  0.249
C: 2.3577 9.4793 -3.7939  -0.879
C: 2.4422 8.0376 -3.6009  0.442
N: 2.5108 6.9010 -3.4466  -0.385
H: 3.3401 9.8721 -4.0510  0.272
H: 1.6616 9.7027 -4.6002  0.268
H: 2.0086 9.9542 -2.8790  0.314